# C10H20N2O4

A single C10H20N2O4 molecule at a distorted geometry (ωB97M-V/def2-TZVPD, the Open Molecules 2025 dataset).

Properties
- Energy relative to the best compared isomer or geometry (same formula, charge and spin): 88.29 kJ/mol
- LUMO energy: 0.021 Eh
- HOMO-LUMO gap: 0.357 Eh
- HOMO level: -9.13 eV
- Charge: 0
- SMILES: CC[C@H](C)[C@H](NC(=O)[C@@H](N)[C@@H](C)O)C(=O)O

Positions of all 36 atoms, in Å:
C1 -2.369 -3.019 -1.276
C2 -1.877 -2.125 -0.090
C3 -0.404 -2.142 0.225
C4 -0.004 -3.462 0.836
C5 -0.052 -0.943 1.145
N1 -0.519 0.354 0.689
C6 -0.065 0.817 -0.510
O1 0.303 0.146 -1.438
C7 -0.013 2.341 -0.647
N2 -0.449 3.003 0.561
C8 1.407 2.758 -1.047
C9 1.400 4.200 -1.519
O2 2.344 2.707 0.076
C10 1.421 -0.881 1.585
O3 2.205 -0.017 1.229
O4 1.797 -1.806 2.494
H1 -3.412 -2.789 -1.434
H2 -2.295 -4.100 -1.133
H3 -1.850 -2.761 -2.201
H4 -2.256 -1.103 -0.204
H5 -2.338 -2.517 0.826
H6 0.122 -1.970 -0.693
H7 1.060 -3.697 0.780
H8 -0.360 -3.617 1.874
H9 -0.528 -4.202 0.223
H10 -0.575 -1.064 2.092
H11 -0.662 1.088 1.391
H12 -0.744 2.576 -1.438
H13 -1.093 3.840 0.337
H14 0.371 3.315 1.139
H15 1.755 2.061 -1.833
H16 0.992 4.839 -0.708
H17 2.388 4.575 -1.773
H18 0.736 4.322 -2.361
H19 2.451 1.756 0.300
H20 1.113 -2.484 2.503

# C10H20N2O4

A single C10H20N2O4 molecule at a distorted geometry (ωB97M-V/def2-TZVPD, the Open Molecules 2025 dataset).

Properties
- Energy relative to the best compared isomer or geometry (same formula, charge and spin): 132.84 kJ/mol
- LUMO energy: 0.022 Eh
- HOMO-LUMO gap: 0.375 Eh
- HOMO level: -9.60 eV
- Charge: 0
- SMILES: CC(C)C[C@H](NC(=O)[C@@H](N)[C@@H](C)O)C(=O)O

Positions of all 36 atoms, in Å:
C1 -3.866 -0.252 0.777
C2 -2.536 -0.567 0.161
C3 -2.637 -1.474 -1.007
C4 -1.854 0.810 -0.137
C5 -0.344 0.875 -0.047
N1 0.157 0.637 1.245
C6 1.344 -0.050 1.499
O1 1.872 0.074 2.597
C7 1.910 -1.040 0.414
N2 0.973 -1.894 -0.299
C8 2.738 -0.209 -0.624
C9 3.927 0.469 0.079
O2 3.120 -1.033 -1.684
C10 0.036 2.230 -0.606
O3 -0.159 2.563 -1.751
O4 0.553 3.031 0.356
H1 -4.448 -1.199 1.019
H2 -3.712 0.261 1.717
H3 -4.548 0.285 0.089
H4 -1.957 -1.026 0.958
H5 -2.813 -2.480 -0.646
H6 -3.478 -1.201 -1.645
H7 -1.708 -1.570 -1.656
H8 -2.291 1.599 0.536
H9 -2.109 1.142 -1.155
H10 0.123 0.145 -0.723
H11 -0.067 1.344 1.918
H12 2.678 -1.615 0.897
H13 1.141 -2.883 -0.039
H14 0.065 -1.719 0.049
H15 2.114 0.662 -1.008
H16 4.411 1.289 -0.448
H17 4.695 -0.330 0.054
H18 3.596 0.859 1.075
H19 2.353 -1.587 -1.871
H20 0.723 3.855 -0.095

# C10H20N2OPPt

A molecular structure, C10H20N2OPPt at a distorted geometry (ωB97M-V/def2-TZVPD, the Open Molecules 2025 dataset).

Properties
- Multiplicity: 3
- LUMO energy (alpha / beta): 0.097 / 0.095 Eh
- HOMO-LUMO gap (alpha / beta): 0.067 / 0.234 Eh
- HOMO level (alpha / beta): 0.81 / -3.79 eV
- Charge: -1

Positions of all 35 atoms, in Å:
C1 1.427 -0.114 -3.900
C2 0.359 0.021 -4.861
C3 -0.806 -0.624 -4.358
C4 -0.296 -1.564 -3.355
C5 1.096 -1.262 -3.085
Pt1 -0.159 0.417 -2.489
P1 -0.213 2.434 -1.366
H1 2.308 0.547 -3.911
H2 0.432 0.415 -5.878
H3 -1.861 -0.657 -4.733
H4 1.652 -1.869 -2.368
H5 -0.910 -2.398 -3.085
H6 -1.340 2.850 -0.608
H7 -0.192 3.633 -2.183
H8 0.811 2.868 -0.454
C6 -2.636 -0.602 1.731
N1 -1.326 -0.250 2.288
C7 -1.253 -0.242 3.735
C8 -0.267 -0.020 1.417
O1 -0.545 0.313 0.244
N2 1.013 -0.105 1.941
C9 1.385 0.025 3.342
C10 2.168 -0.279 1.058
H9 -3.282 -0.821 2.586
H10 -2.571 -1.504 1.085
H11 -3.041 0.257 1.164
H12 -0.612 -1.040 4.151
H13 -0.955 0.752 4.088
H14 -2.265 -0.429 4.103
H15 1.153 -0.882 3.940
H16 2.458 0.158 3.379
H17 0.909 0.915 3.795
H18 1.936 -0.957 0.231
H19 2.465 0.698 0.664
H20 2.960 -0.684 1.693

# C10H20N3

2 unconnected molecules or ions with the total composition C10H20N3 at a distorted geometry (ωB97M-V/def2-TZVPD, the Open Molecules 2025 dataset).

Properties
- Energy relative to the best compared isomer or geometry (same formula, charge and spin): 349.06 kJ/mol
- LUMO energy: -0.148 Eh
- HOMO-LUMO gap: 0.352 Eh
- HOMO level: -13.61 eV
- Charge: +1

Positions of all 33 atoms, in Å:
C1 -0.828 -1.037 -3.342
C2 0.739 -1.518 -1.914
C3 -1.128 -0.314 -2.047
C4 -2.324 0.501 -1.899
C5 -1.409 -0.927 1.559
C6 -0.079 0.731 2.984
C7 1.590 -0.817 0.923
C8 1.191 1.503 0.254
C9 -0.546 0.317 1.601
C10 0.605 0.196 0.732
N1 0.211 -1.726 -3.229
N2 -0.209 -0.585 -1.231
N3 2.455 1.454 -0.388
H1 -1.427 -0.946 -4.232
H2 0.904 -2.360 -1.204
H3 -2.199 1.560 -1.485
H4 -2.958 0.564 -2.768
H5 -2.906 -0.040 -1.120
H6 -1.546 -1.302 0.511
H7 -2.298 -0.646 2.061
H8 -0.984 -1.883 2.125
H9 -0.993 0.833 3.652
H10 0.495 0.040 3.643
H11 0.372 1.737 3.027
H12 1.255 -1.867 0.921
H13 2.357 -0.747 0.159
H14 1.846 -0.762 1.973
H15 0.554 2.100 -0.498
H16 1.146 2.007 1.279
H17 -1.145 1.216 1.196
H18 3.074 2.126 0.117
H19 1.832 -1.155 -2.024
H20 2.355 1.748 -1.335

# C10H20N3

A gas-phase ion, C10H20N3 (charge +1) at a distorted geometry (ωB97M-V/def2-TZVPD, the Open Molecules 2025 dataset).

Properties
- Energy relative to the best compared isomer or geometry (same formula, charge and spin): 328.21 kJ/mol
- LUMO energy: -0.099 Eh
- HOMO-LUMO gap: 0.393 Eh
- HOMO level: -13.37 eV
- Charge: +1
- SMILES: C=N[C@H](CC)[N@@H+]1C(C)=N[C@@H](C)[C@H]1C

Positions of all 33 atoms, in Å:
C1 1.115 3.031 -1.175
N1 0.992 1.828 -0.774
C2 0.532 1.310 0.501
C3 1.589 1.373 1.487
C4 2.259 0.036 1.887
N2 -0.067 -0.042 0.254
C5 0.337 -0.522 -1.211
C6 1.698 -0.937 -1.464
N3 -0.588 -0.678 -2.013
C7 -1.884 -0.585 -1.327
C8 -2.582 -1.947 -1.692
C9 -1.483 -0.176 0.162
C10 -1.876 -1.329 1.139
H1 0.880 3.968 -0.614
H2 1.327 3.152 -2.258
H3 -0.368 1.886 0.734
H4 2.400 1.936 1.143
H5 1.267 1.933 2.388
H6 2.933 0.313 2.697
H7 2.881 -0.278 1.029
H8 1.567 -0.573 2.373
H9 0.345 -0.808 0.859
H10 1.550 -1.603 -2.351
H11 2.183 -1.316 -0.575
H12 2.367 -0.092 -1.624
H13 -2.500 0.146 -1.777
H14 -2.314 -2.108 -2.700
H15 -3.630 -1.951 -1.461
H16 -2.060 -2.785 -1.245
H17 -2.108 0.747 0.448
H18 -1.259 -2.280 0.964
H19 -2.946 -1.469 1.130
H20 -1.595 -1.127 2.145

# C10H20NOS

A molecular structure, C10H20NOS at a distorted geometry (ωB97M-V/def2-TZVPD, the Open Molecules 2025 dataset).

Properties
- Energy relative to the best compared isomer or geometry (same formula, charge and spin): 283.95 kJ/mol
- LUMO energy: -0.164 Eh
- HOMO-LUMO gap: 0.312 Eh
- HOMO level: -12.95 eV
- Charge: +1

Positions of all 33 atoms, in Å:
C1 -2.399 -1.744 -0.505
C2 -3.567 -0.917 -0.141
C3 1.237 0.023 0.952
C4 -1.340 -0.792 -0.031
C5 2.358 -0.210 -0.043
C6 -1.991 0.552 0.078
C7 3.158 1.044 -0.254
C8 3.364 -1.313 0.368
C9 -2.051 1.130 1.574
C10 -1.351 1.566 -0.865
N1 1.598 -0.565 -1.244
O1 -3.269 0.371 -0.485
S1 0.143 -1.372 0.406
H1 -2.446 -2.885 -0.155
H2 -2.330 -1.719 -1.636
H3 -4.540 -1.318 -0.687
H4 -3.635 -1.208 0.974
H5 1.575 0.020 1.960
H6 0.704 0.902 0.609
H7 3.872 1.083 -1.068
H8 3.943 1.216 0.543
H9 2.725 1.991 -0.385
H10 4.133 -1.282 -0.432
H11 2.720 -2.166 0.435
H12 3.973 -0.950 1.167
H13 -3.072 1.633 1.650
H14 -1.356 1.899 1.667
H15 -1.920 0.447 2.442
H16 -1.127 1.046 -1.813
H17 -0.357 1.910 -0.540
H18 -2.041 2.425 -0.967
H19 2.035 -1.128 -1.912
H20 1.255 0.310 -1.661

# C10H20O3

A single C10H20O3 molecule (ωB97M-V/def2-TZVPD, the Open Molecules 2025 dataset).

Properties
- Energy relative to the best compared isomer or geometry (same formula, charge and spin): 15.94 kJ/mol
- LUMO energy: 0.027 Eh
- HOMO-LUMO gap: 0.391 Eh
- HOMO level: -9.91 eV
- Charge: 0
- SMILES: CCCCC[C@H](O)CCCC(=O)O

Positions of all 33 atoms, in Å:
C1 -5.238 -1.255 -0.893
C2 -4.555 0.043 -0.477
C3 -3.737 -0.087 0.808
C4 -2.501 -0.982 0.692
C5 -1.381 -0.418 -0.186
C6 -0.702 0.831 0.391
O1 -1.519 1.980 0.295
C7 0.656 1.096 -0.285
C8 1.766 0.169 0.198
C9 3.103 0.518 -0.447
C10 4.188 -0.454 -0.060
O2 4.033 -1.498 0.511
O3 5.397 -0.018 -0.445
H1 -4.508 -2.018 -1.152
H2 -5.872 -1.088 -1.761
H3 -5.858 -1.634 -0.084
H4 -5.321 0.806 -0.316
H5 -3.920 0.393 -1.293
H6 -3.419 0.906 1.128
H7 -4.384 -0.497 1.588
H8 -2.793 -1.957 0.297
H9 -2.099 -1.146 1.694
H10 -0.622 -1.193 -0.304
H11 -1.767 -0.182 -1.181
H12 -0.544 0.700 1.467
H13 -1.753 2.112 -0.631
H14 0.934 2.130 -0.064
H15 0.542 1.005 -1.369
H16 1.528 -0.870 -0.034
H17 1.861 0.246 1.283
H18 3.429 1.522 -0.172
H19 3.020 0.491 -1.537
H20 6.082 -0.660 -0.198

Repeat the fourth record exactly.
# C10H20N3

2 unconnected molecules or ions with the total composition C10H20N3 at a distorted geometry (ωB97M-V/def2-TZVPD, the Open Molecules 2025 dataset).

Properties
- Energy relative to the best compared isomer or geometry (same formula, charge and spin): 349.06 kJ/mol
- LUMO energy: -0.148 Eh
- HOMO-LUMO gap: 0.352 Eh
- HOMO level: -13.61 eV
- Charge: +1

Positions of all 33 atoms, in Å:
C1 -0.828 -1.037 -3.342
C2 0.739 -1.518 -1.914
C3 -1.128 -0.314 -2.047
C4 -2.324 0.501 -1.899
C5 -1.409 -0.927 1.559
C6 -0.079 0.731 2.984
C7 1.590 -0.817 0.923
C8 1.191 1.503 0.254
C9 -0.546 0.317 1.601
C10 0.605 0.196 0.732
N1 0.211 -1.726 -3.229
N2 -0.209 -0.585 -1.231
N3 2.455 1.454 -0.388
H1 -1.427 -0.946 -4.232
H2 0.904 -2.360 -1.204
H3 -2.199 1.560 -1.485
H4 -2.958 0.564 -2.768
H5 -2.906 -0.040 -1.120
H6 -1.546 -1.302 0.511
H7 -2.298 -0.646 2.061
H8 -0.984 -1.883 2.125
H9 -0.993 0.833 3.652
H10 0.495 0.040 3.643
H11 0.372 1.737 3.027
H12 1.255 -1.867 0.921
H13 2.357 -0.747 0.159
H14 1.846 -0.762 1.973
H15 0.554 2.100 -0.498
H16 1.146 2.007 1.279
H17 -1.145 1.216 1.196
H18 3.074 2.126 0.117
H19 1.832 -1.155 -2.024
H20 2.355 1.748 -1.335